Model w:
Formula: C3H3OP
Source: the OMol25 dataset
Level of theory: the ωB97M-V functional and the def2-TZVPD basis

- M: 86.03 g mol⁻¹
- Frontier orbital gap (alpha / beta): 7.82 / 7.81 eV
- Highest occupied orbital energy (alpha / beta): -9.224 / -9.217 eV

Positions of all 8 atoms, in Å:
C1 -2.298 -1.053 1.190
C2 -1.497 -0.435 0.556
C3 1.645 1.005 -1.234
O1 1.125 -1.174 0.246
P1 0.367 0.004 -0.181
H1 -3.099 -1.522 1.614
H2 1.165 2.051 -1.482
H3 2.591 1.124 -0.710

=====

Model x:
Formula: C3H3OP
Source: the OMol25 dataset
Level of theory: the ωB97M-V functional and the def2-TZVPD basis

- M: 86.03 g mol⁻¹
- Frontier orbital gap (alpha / beta): 7.32 / 7.32 eV
- Highest occupied orbital energy (alpha / beta): -7.098 / -7.097 eV

Positions of all 8 atoms, in Å:
C1 -1.007 0.262 0.503
C2 -1.063 -0.903 -0.608
C3 -0.013 -0.798 0.325
O1 1.443 -0.856 0.445
P1 -2.731 -0.204 0.164
H1 -0.742 1.228 0.484
H2 -0.997 -0.859 -1.757
H3 1.526 -1.193 -0.442

=====

Model y:
Formula: C3H3OP
Source: the OMol25 dataset
Level of theory: the ωB97M-V functional and the def2-TZVPD basis

- M: 86.03 g mol⁻¹
- Frontier orbital gap: 9.18 eV
- Highest occupied orbital energy: -9.141 eV

Positions of all 8 atoms, in Å:
C1 0.239 0.918 0.021
C2 -2.880 -0.397 0.317
C3 1.419 0.079 -0.046
O1 -2.649 -1.390 -0.157
P1 -1.282 1.318 -0.018
H1 2.296 0.679 0.140
H2 1.430 -0.628 -1.006
H3 1.427 -0.579 0.749

=====

Stability summary: most stable model y, least stable model w.